A cluster of 10 separate species, C22H62N10O10 in total at a distorted geometry, computed with the ωB97M-V functional and the def2-TZVPD basis.

```
104
Properties=species:S:1:pos:R:3:lowdin_charge:R:1
O 2.6279 4.1486 0.1282 -0.018
H -3.2782 -4.9654 -0.6712 0.127
H -4.6481 1.4842 -3.2062 0.045
H -1.0845 2.7603 1.6882 0.102
H 1.8691 -4.8721 -0.3858 0.074
C -2.1761 3.0074 4.9301 -0.026
H 2.0431 -5.2462 -2.7901 0.078
H -5.2726 1.7748 4.4003 0.088
C -1.3539 -1.9616 -4.1779 -0.737
O 0.6522 4.8818 -1.4216 -0.043
C -2.2628 3.2405 3.3895 -0.410
O -1.7174 0.5330 -1.3165 0.029
N 0.2751 1.3856 -1.3224 0.204
H -0.6293 1.9435 3.0932 0.112
H -3.3663 1.7103 0.5145 0.097
H 0.8671 2.1652 -1.0735 0.094
H -2.3970 4.5225 -0.4625 0.000
H 2.0066 4.4261 0.8015 0.063
H 5.6239 -3.8736 0.4065 0.098
H -2.0086 5.5825 3.6831 0.079
H 3.2663 1.2599 2.5549 0.101
H -0.6703 4.5746 3.3208 0.066
H -5.6146 3.0443 0.7847 0.082
H -1.1859 5.3498 -0.8378 -0.019
C 3.7440 -4.5553 -1.4710 -0.484
O -4.5053 4.3434 3.2331 0.000
H 5.0492 -6.0113 -0.5959 0.122
H 2.9562 -3.4838 0.2928 0.059
O -0.9498 -2.8905 -4.8769 0.002
H 2.5735 1.1852 0.9171 0.095
H 4.9990 -0.4966 -0.5551 0.078
N -3.6849 3.2745 2.8513 -0.125
H 4.5015 -1.9255 -3.8908 0.086
C -1.0243 1.4920 -1.3551 -0.783
N -1.3050 -1.8052 -2.8496 0.174
H 3.2207 4.8933 0.0271 0.072
C 6.0204 -4.0758 -0.5885 -0.152
H -2.1235 0.1450 2.7808 0.115
H -1.4111 0.4634 1.2995 0.103
H 5.8576 -1.0028 -3.2414 0.083
H -6.1000 1.4087 1.1390 0.086
H 3.1685 -5.0877 0.6628 0.074
C -4.8596 1.2200 3.5577 -0.047
H 4.4390 -1.6894 0.3587 0.069
H -3.4231 1.2789 -2.3407 -0.012
H 4.1225 -0.5033 -2.9542 0.075
H -2.7893 3.7462 5.4461 0.082
H -1.1844 2.9855 5.3819 0.075
H 6.6664 -2.9641 -2.3480 0.115
N 2.7612 0.7806 1.8233 0.155
H 2.4518 0.2731 3.9718 0.097
C -5.6779 2.3086 1.5865 -0.052
H -3.9904 0.7654 4.0330 0.066
N 2.1655 -0.5306 3.4312 0.155
H 1.4186 4.7903 -0.8554 -0.023
C -2.0753 0.9304 2.0266 -0.192
N 3.7132 -3.2738 -2.2215 -0.139
H -1.6488 5.1411 2.0978 0.060
O 2.4581 -2.7661 -2.4417 -0.004
C -1.5186 2.2052 2.5197 -0.149
C 4.8345 -1.3236 -3.0452 -0.036
C -4.4067 2.0849 2.3972 -0.487
H -1.9517 -3.7889 -0.6778 0.098
H 7.0268 -4.4442 -0.3897 0.102
N -3.4224 -1.9787 -0.5608 0.190
O -2.1260 5.4167 -0.6703 -0.048
H -4.0574 -1.1934 -0.5505 0.113
H -5.6298 0.4802 3.3395 0.089
H -4.3084 4.9428 2.5095 0.098
H 2.2878 -3.1072 -3.3227 0.107
H -0.7928 -2.3289 -2.1543 0.105
H 6.5732 -1.9900 -0.9312 0.113
H -2.4383 -1.8340 -0.3855 0.095
H -2.2327 -1.0165 -5.7122 0.122
H -1.9163 -0.0371 -4.2920 0.096
C 4.2468 -1.2816 -0.6337 -0.044
H -6.5215 2.6125 2.2062 0.082
H -1.5060 -0.8364 -2.6465 0.041
H 5.6369 -5.4078 -2.1707 0.118
C -1.7282 4.7086 3.0951 -0.041
N -1.8777 -0.9254 -4.7711 0.155
H 3.6593 -5.6532 -3.2689 0.084
C 2.8573 -4.4635 -0.1748 -0.011
C 6.0330 -2.7575 -1.4854 -0.131
C 3.0156 -5.5418 -2.3964 -0.053
C -3.8393 -3.1707 -0.3525 -0.871
H -0.6957 3.4794 -1.2593 0.063
C 2.2202 -0.4068 2.1080 -0.759
N -2.9111 -4.0421 -0.4896 0.161
H 0.9083 5.5402 -2.0675 0.076
H 0.7326 0.5113 -1.5378 0.122
H -2.5959 2.0467 5.2284 0.066
O 1.6857 -1.1206 1.3100 0.049
O -4.9208 -3.5941 -0.1813 0.073
C 4.6793 -2.2233 -1.8247 -0.505
H 1.6395 -1.2717 3.8718 0.118
O -3.8218 1.8963 -2.9539 -0.046
H 2.8365 -6.4763 -1.8645 0.089
C 5.1330 -5.1379 -1.2426 -0.145
H -3.9321 0.2387 1.2580 0.104
N -1.3697 2.7388 -1.3905 0.196
H -2.3465 2.9403 -1.5500 0.098
H 3.2203 -0.9263 -0.7236 0.059
C -3.4593 1.1973 1.4717 -0.124
```

Values from the calculation:
Structure (SMILES) = CC1(C)CCCC(C)(C)N1O.CC1(C)CCCC(C)(C)N1O.NC(N)=O.NC(N)=O.NC(N)=O.NC(N)=O.O.O.O.O
Energy relative to the best compared isomer or geometry (same formula, charge and spin) = 0.0 kJ/mol
Frontier orbital gap = 7.24 eV
LUMO energy = -0.0284 Eh

***

A structure of composition C31H31AlF2NO3Se2, computed with the ωB97M-V functional and the def2-TZVPD basis.

```
71
Properties=species:S:1:pos:R:3:lowdin_charge:R:1
H -1.2306 3.4776 0.5531 0.105
H -1.3107 1.9979 2.8310 0.077
H 2.7400 0.6290 -2.0486 0.062
H 3.4978 2.0701 -2.7566 0.130
H 0.9779 -6.4613 -0.1224 0.098
H -5.2445 -1.0320 1.0187 0.108
H 3.1323 -2.4382 -0.2930 0.129
H 1.2927 -7.2300 2.1975 0.092
F -5.7708 0.9985 0.1337 0.042
H 4.5015 0.5927 0.5684 0.055
C -3.3811 0.8820 0.3162 -0.123
C 0.6324 -2.0220 1.2251 -0.083
C 0.8933 -3.4418 1.4324 -0.206
H -0.3315 -0.9457 -2.2928 0.088
H 0.6596 -1.5392 -4.4681 0.102
C 0.8561 -4.3937 0.4092 -0.042
C 0.6409 -1.4233 -2.3371 -0.095
C 3.4357 2.0561 -0.6018 -0.574
C -4.3295 -1.4289 0.6119 0.001
H -5.5077 3.5356 0.3633 0.123
C -4.5803 2.9877 0.3897 0.054
C 2.5937 -2.2500 -1.2112 -0.045
O 4.7994 0.6165 -2.0746 -0.069
C -2.1499 1.5488 0.4036 -0.121
C -4.1636 -2.7914 0.4710 -0.056
H -1.0469 -2.6790 -0.7777 0.088
H 1.8190 3.0822 0.3999 0.021
C -3.2949 -0.5694 0.2332 -0.193
H 2.2341 3.7582 -1.1827 0.056
C 0.7083 -1.2539 0.1181 -0.170
C 1.1881 -6.1756 1.9880 -0.110
H 1.2693 1.2348 1.9232 -0.084
C 4.5702 3.0878 -0.4264 -0.252
C 2.1156 2.8286 -0.6197 -0.478
C -3.3590 3.6332 0.5016 -0.259
C 1.3156 -1.6873 -1.1403 -0.285
N -2.1210 -1.0401 -0.2018 0.108
C 1.0051 -5.7403 0.6848 -0.090
C 1.0789 -3.9031 2.7405 -0.038
H 2.9062 -2.5741 -4.5644 0.093
C 3.5772 1.3257 -1.9473 -0.237
O 0.2395 1.1143 1.8049 -0.247
H 2.7703 0.2251 0.3462 0.033
H 4.4642 3.8701 -1.1980 0.118
C -2.1679 2.9398 0.4993 -0.059
H 4.6418 -0.1730 -2.5966 0.077
C -2.9744 -3.2650 -0.0635 -0.040
O 5.8642 2.5501 -0.4815 -0.061
C -0.2897 1.6600 3.0058 -0.093
C 3.1568 -2.5641 -2.4336 -0.101
H -4.9464 -3.4742 0.7680 0.105
H 4.1403 -3.0123 -2.4726 0.101
Al -0.3790 0.4978 0.1770 0.096
H -2.8111 -4.3180 -0.2287 0.103
Se 0.5571 1.9702 -1.5096 0.780
F -3.3546 4.9833 0.6154 0.051
H 0.2505 -1.5370 2.1214 0.100
C -1.9858 -2.3467 -0.3693 -0.104
C -4.5655 1.6119 0.2919 -0.210
H 5.8558 1.8497 -1.1458 0.055
C 2.4639 -2.3188 -3.6109 -0.105
H 1.1165 -3.1816 3.5447 0.112
C 3.5017 1.0242 0.5172 -0.547
H 4.4768 3.5614 0.5558 0.091
H 0.3327 2.5018 3.3215 0.078
C 1.2038 -1.7443 -3.5561 -0.081
H -0.2762 0.9024 3.7935 0.092
H 1.3704 -5.5826 4.0341 0.097
C 1.2275 -5.2470 3.0158 -0.098
Se 3.1382 1.7325 2.3129 0.534
H 0.7040 -4.0795 -0.6131 0.104
```

Values from the calculation:
Frontier orbital gap = 6.10 eV
Net charge = -1
LUMO energy = 0.0843 Eh

***

An isolated molecule of H5N2OP at a distorted geometry, computed with the ωB97M-V functional and the def2-TZVPD basis.

```
9
Properties=species:S:1:pos:R:3:nbo_charge:R:1
N 0.5089 0.6343 -0.2720 -1.009
H -1.3867 0.5661 1.6726 -0.116
H 0.1978 1.1251 -0.9962 0.407
H 1.2784 1.0636 0.2043 0.401
N -1.4609 -1.3739 0.0562 -1.341
O -2.0629 0.9430 -0.7486 -1.096
P -1.4575 0.1454 0.2498 1.959
H -1.1562 -1.9899 0.7944 0.377
H 0.8037 -0.3130 -0.4902 0.418
```

Values from the calculation:
Structure (SMILES) = N=[P@@H]([NH3+])[O-]
Energy relative to the best compared isomer or geometry (same formula, charge and spin) = 189.7 kJ/mol
Frontier orbital gap = 10.03 eV
LUMO energy = 0.0215 Eh